Entry 1:
Formula: C49H40As2F15GeN2ORuS6Si
Source: the Open Molecules 2025 dataset
Level of theory: ωB97M-V/def2-TZVPD

Geometry as XYZ:
```
118
Properties=species:S:1:pos:R:3:lowdin_charge:R:1
Ru 0.0461 0.0647 0.1492 0.27
As 0.2287 4.8338 1.9934 -0.08
As -0.1240 -1.2127 2.2923 1.14
Ge 3.8262 -2.6856 -0.4887 0.67
S -1.0522 5.3402 3.6074 -0.34
S -0.1554 2.4633 1.6204 -0.02
S 0.4327 1.1399 -2.0363 0.62
S -0.5949 5.8018 0.2542 -0.17
S 2.3431 -1.1990 -0.0674 0.23
S 1.6646 1.8101 1.1246 0.11
Si -2.3351 0.0284 -0.3013 0.63
F 7.5657 -1.8400 -5.3105 0.10
F 8.2291 -1.2802 2.2633 0.10
F 4.4620 -5.6192 0.9331 0.09
F 1.1051 -6.1580 -3.3423 0.11
F 5.3271 -0.2726 -5.0562 0.10
F 4.7724 -3.4827 4.6415 0.10
F 3.4946 -8.0605 0.2850 0.10
F 2.0733 -3.6876 -2.6290 0.07
F 6.7953 -1.5239 -0.0229 0.09
F 3.3540 -3.6936 2.3385 0.07
F 7.2369 -2.2710 4.6181 0.11
F 1.8124 -8.3657 -1.8566 0.10
F 8.0654 -3.7955 -3.4502 0.10
F 3.6343 -0.6582 -2.9685 0.07
F 6.3456 -4.1398 -1.3494 0.09
O -0.3408 -2.1328 -1.4976 -0.16
N -1.0981 3.2207 -1.5431 0.11
N 1.1104 3.7218 -1.5475 0.05
C -3.1907 -0.0833 -4.4490 -0.10
C 6.5254 -2.3917 3.4790 -0.11
C 6.7229 -2.0201 -4.2695 -0.11
C -2.6250 0.2054 -3.2188 -0.15
C 1.8168 -1.2377 4.6528 -0.16
C 4.7274 -1.4239 -3.0662 -0.22
C 0.1877 -3.1558 2.0525 -0.41
C -5.0600 -1.8285 2.3348 -0.10
C 3.2038 2.6281 -2.2325 -0.06
C 3.1294 -6.9742 -0.4293 -0.13
C 3.1933 4.7130 -1.0194 -0.03
C -1.4596 -1.2928 3.7714 -0.39
C 6.2925 -2.0380 1.1160 -0.21
C -3.3023 -1.2327 0.7883 -0.32
C 2.3937 -4.7788 -1.8966 -0.22
C -4.1009 -1.3334 -2.1688 -0.09
C 0.1057 -4.0653 3.2713 -0.16
C -4.3557 -0.8739 1.6205 -0.10
C -3.1573 2.1886 1.3874 -0.21
C -4.6738 -1.6252 -3.3939 -0.10
C -3.2825 1.6655 0.1038 -0.33
C 6.9743 -3.0116 -3.3171 -0.13
C 0.1647 2.7824 -1.6503 -0.82
C 1.9086 -6.0114 -2.2693 -0.13
C -2.9766 -2.5837 0.6879 -0.16
C -3.7518 3.3751 1.7641 -0.09
C 4.9689 -2.3839 -2.0879 -0.12
C -4.5036 4.0808 0.8393 -0.09
C 2.2660 -7.1378 -1.5174 -0.11
C 3.6024 -5.7212 -0.0949 -0.21
C 4.5721 4.7337 -1.0430 -0.10
C -1.8381 0.0642 4.3525 -0.15
C -3.6783 -3.5443 1.3963 -0.10
C 5.2734 3.7097 -1.6599 -0.11
C -3.0656 -0.4098 -2.0500 -0.27
C -4.6610 3.5760 -0.4400 -0.10
C -4.0622 2.3803 -0.8024 -0.12
C 4.5743 -3.1285 2.3042 -0.24
C 4.5858 2.6626 -2.2478 -0.09
C 2.4998 3.6523 -1.6061 -0.27
C 6.1041 -3.1735 -2.2596 -0.23
C -4.7237 -3.1669 2.2249 -0.12
C 3.2258 -4.5726 -0.7947 -0.10
C 7.0262 -1.8899 2.2775 -0.13
C -4.2232 -0.9996 -4.5436 -0.12
C 1.4555 -0.5902 3.3243 -0.46
C 5.5791 -1.2273 -4.1370 -0.13
C 5.2748 -3.0069 3.4852 -0.13
C 5.0679 -2.6948 1.0764 -0.12
H 0.3932 -5.0785 2.9922 0.06
H -5.2816 -3.9166 2.7712 0.09
H -5.4773 -2.3479 -3.4570 0.09
H 0.6017 -2.0944 -1.2460 -0.09
H -2.4824 0.6077 3.6669 0.04
H -5.8814 -1.5315 2.9741 0.09
H -0.5280 -3.4935 1.2998 0.04
H -1.8126 0.9161 -3.1792 0.02
H 2.1945 -2.2467 4.5124 0.04
H -2.1922 -2.8716 0.0003 0.08
H 5.1277 1.8590 -2.7219 0.09
H -0.3749 -1.7563 -2.3827 0.03
H -4.9606 5.0205 1.1129 0.10
H -2.5577 1.6430 2.0982 0.02
H -2.3575 -1.8000 3.4098 0.04
H 2.2995 -0.6737 2.6303 0.00
H -2.8297 0.4089 -5.3422 0.09
H -4.2013 1.9942 -1.8036 0.09
H -1.8321 2.5402 -1.3973 0.03
H 5.1084 5.5469 -0.5716 0.10
H -0.9048 -4.0940 3.6739 0.06
H 2.6367 5.5068 -0.5344 0.10
H -0.9556 0.6761 4.5415 0.06
H -5.2566 4.1200 -1.1625 0.09
H 1.2902 0.4817 3.4929 0.02
H -1.2449 4.1328 -1.0990 -0.04
H 1.1794 -3.2249 1.6046 0.01
H -2.3795 -0.0510 5.2922 0.07
H -3.6120 3.7597 2.7644 0.07
H -4.4750 -1.8257 -1.2839 0.09
H 2.6037 -0.6572 5.1357 0.07
H -3.4320 -4.5939 1.3002 0.10
H 0.9607 -1.2696 5.3270 0.06
H 2.6830 1.8081 -2.6958 0.03
H 0.7791 -3.7353 4.0570 0.04
H -4.6433 0.1649 1.6920 0.09
H -4.6704 -1.2219 -5.5043 0.09
H 0.7534 4.6121 -1.1628 0.00
H -1.0095 -1.9113 4.5560 0.05
H 6.3537 3.7274 -1.6853 0.09
```

Values from the calculation:
- max |F| (eV/A) = 2.27
- charge = -2
- E_HOMO (alpha / beta) (eV) = -0.62 / -1.83
- spin multiplicity = 6
- orbital gap (alpha / beta) (Eh) = 0.1400 / 0.1704
- LUMO energy (alpha / beta) (eV) = 3.2 / 2.8

Entry 2:
Formula: C49H40KN9O2
Source: the Open Molecules 2025 dataset
Level of theory: ωB97M-V/def2-TZVPD

Geometry as XYZ:
```
101
Properties=species:S:1:pos:R:3:lowdin_charge:R:1
K -0.2863 1.0524 -0.1138 0.66
O -2.4012 0.7199 1.6315 -0.14
O 0.4878 3.3659 -0.8522 -0.20
N 0.8386 0.0372 -2.8831 0.14
N -1.2048 -1.8226 -0.0066 0.13
N 1.8096 0.1946 1.5635 0.05
N -1.7040 1.9527 -2.5470 0.11
N 7.2953 -5.3319 5.9723 0.13
N -3.3024 2.7734 1.0932 0.03
N -2.0119 3.0885 0.6612 -0.03
N 2.5063 -1.8106 -0.6880 0.11
N -1.6847 -1.3057 -2.6572 -0.16
C 2.1647 6.2123 0.6373 -0.15
C 6.3216 -3.4988 3.1553 -0.03
C -0.0979 -3.0059 1.7514 -0.07
C 3.2828 0.0568 3.3415 -0.06
C -1.5535 4.1783 1.1402 -0.13
C 3.1051 -2.4090 0.3987 -0.29
C -0.8972 -2.8035 -0.8403 -0.26
C 0.1947 -4.0481 0.8829 -0.08
C -1.1744 -0.8547 -3.9256 -0.15
C 1.1002 -1.0410 -4.9937 -0.05
C -2.2300 3.8408 -3.9031 -0.07
C 2.1388 0.3023 -2.8875 -0.13
C -3.9419 2.2899 -3.2936 -0.03
C 0.3221 -0.6197 -3.9187 -0.27
C -6.2163 -0.7799 2.4399 -0.11
C 1.2249 6.6378 1.5809 -0.17
C -0.2522 4.8090 0.8929 -0.15
C 3.6639 -3.0287 3.7958 -0.01
C -7.1352 1.4042 2.0559 -0.12
C 1.9166 5.1250 -0.1679 -0.05
C 0.0404 5.9258 1.6784 -0.10
C -2.9854 1.5740 -2.5807 -0.28
C -3.3197 0.3580 -1.7629 -0.11
C 2.6024 1.2351 3.4451 -0.08
C 4.1749 -2.5465 2.5922 -0.18
C -3.5532 3.4365 -3.9690 -0.09
C -5.8674 1.8909 1.7784 -0.05
C 5.5122 -2.7942 2.2846 -0.01
C 6.6285 -4.7304 5.2526 -0.20
C -0.2156 -3.9485 -0.4325 -0.05
C -7.3164 0.0637 2.3880 -0.14
C 5.7963 -3.9846 4.3534 -0.25
C 2.9876 -0.0510 -3.9298 -0.08
C 3.2993 -1.7911 1.6498 -0.06
C 0.7078 4.3551 -0.0940 -0.43
C -4.9457 -0.2884 2.1655 -0.03
C -0.8016 -1.9197 1.2625 -0.13
C 3.5183 -3.7398 0.0622 -0.08
C -1.3390 3.0653 -3.1682 -0.12
C 3.1501 -3.9320 -1.2509 -0.12
C -3.3631 1.5271 1.5072 -0.56
C -4.7569 1.0479 1.8326 -0.14
C -1.2634 -2.6390 -2.3037 -0.13
C 1.6957 1.2496 2.3363 -0.17
C 2.4544 -0.7419 -5.0028 -0.10
C 4.4592 -3.7465 4.6703 -0.03
C -3.0897 -1.0110 -2.4174 -0.17
C 2.5421 -2.7101 -1.6540 -0.21
C 2.8041 -0.5892 2.1430 -0.27
H -1.8925 4.7489 -4.3858 0.09
H -2.6591 0.3741 -0.8988 0.06
H 0.6422 -1.5930 -5.8059 0.10
H 2.1474 -2.4804 -2.6385 0.08
H -7.9911 2.0689 2.0105 0.08
H -8.3092 -0.3168 2.6019 0.08
H -3.6782 -1.1152 -3.3476 0.12
H 3.0815 -1.0575 -5.8286 0.09
H -2.1930 4.7227 1.8494 0.10
H 5.9039 -2.4214 1.3475 0.13
H 2.6504 4.7980 -0.8977 0.09
H -4.3460 0.4244 -1.3929 0.12
H 2.7048 1.9995 4.2001 0.08
H -5.7028 2.9258 1.5094 0.09
H 3.9932 -4.4545 0.7183 0.09
H -0.3691 -2.8890 -2.8821 0.11
H 2.6276 -2.8279 4.0341 0.12
H 1.4155 7.4933 2.2179 0.07
H -1.6470 0.0995 -4.1609 0.11
H 4.0639 -0.3041 3.9935 0.09
H -6.3479 -1.8263 2.6930 0.09
H 0.7694 -4.9043 1.2144 0.10
H 4.0562 -4.1250 5.6006 0.11
H -0.3019 3.3506 -3.0325 0.10
H -0.7083 6.2386 2.4028 0.09
H -4.2815 4.0211 -4.5202 0.09
H 0.9304 2.0002 2.1523 0.09
H -2.0241 -3.3949 -2.5736 0.12
H -1.4207 -1.5480 -4.7544 0.12
H 3.2893 -4.8197 -1.8521 0.07
H 3.1071 6.7440 0.5348 0.08
H -4.9754 1.9649 -3.2860 0.10
H 2.5188 0.8139 -2.0111 0.11
H 0.2356 -3.0139 2.7811 0.09
H 0.0386 -4.7157 -1.1543 0.11
H -1.0333 -1.0641 1.8877 0.09
H 7.3616 -3.6811 2.9176 0.11
H 4.0406 0.1903 -3.8734 0.10
H -3.4677 -1.7534 -1.7127 0.12
H -4.0639 -0.9183 2.1901 0.11
```

Values from the calculation:
- max |F| (eV/A) = 0.46
- charge = -2
- E_HOMO (eV) = -1.43
- orbital gap (Eh) = 0.1946
- LUMO energy (eV) = 3.9

> What is the charge in the first record?

-2